Entry 1:
Molecular formula: C28H19BFO6S
Method: DFT, the ωB97M-V functional and the def2-TZVPD basis

Element x y z (Å)
B1 0.176 -3.244 -3.431
S1 -1.705 -3.291 -3.496
O1 -2.102 -3.619 -4.971
O2 -2.364 -4.339 -2.567
F1 -2.360 -1.731 -3.125
H1 0.623 -3.354 -2.323
H2 0.493 -2.169 -3.856
H3 0.699 -4.079 -4.113
C1 5.089 -0.876 -0.792
C2 5.903 0.104 -0.225
C3 5.523 1.446 -0.282
C4 4.330 1.810 -0.919
C5 3.528 0.832 -1.506
C6 3.903 -0.516 -1.433
C7 2.293 1.210 -2.223
O3 1.587 0.351 -2.737
C8 1.926 2.637 -2.320
C9 0.789 3.013 -3.046
C10 0.428 4.360 -3.131
C11 1.194 5.330 -2.485
C12 2.330 4.958 -1.766
C13 2.703 3.609 -1.691
C14 3.926 3.230 -0.958
O4 4.603 4.082 -0.394
H4 5.381 -1.923 -0.740
H5 6.834 -0.176 0.263
H6 6.160 2.205 0.167
H7 3.275 -1.286 -1.878
H8 0.184 2.262 -3.550
H9 -0.453 4.651 -3.699
H10 0.908 6.378 -2.545
H11 2.926 5.722 -1.268
C15 -5.119 -2.515 0.112
C16 -4.038 -2.081 -0.654
C17 -2.923 -1.517 -0.032
C18 -2.894 -1.375 1.360
C19 -3.985 -1.786 2.124
C20 -5.096 -2.369 1.500
C21 -3.987 -1.596 3.589
O5 -4.943 -1.960 4.261
C22 -2.823 -0.952 4.231
C23 -2.835 -0.713 5.611
C24 -1.733 -0.117 6.228
C25 -0.615 0.232 5.472
C26 -0.602 0.000 4.095
C27 -1.712 -0.584 3.472
C28 -1.703 -0.793 2.011
O6 -0.722 -0.482 1.345
H12 -5.984 -2.964 -0.372
H13 -4.061 -2.184 -1.737
H14 -2.080 -1.185 -0.637
H15 -5.946 -2.705 2.091
H16 -3.703 -0.986 6.209
H17 -1.747 0.072 7.299
H18 0.247 0.690 5.953
H19 0.273 0.280 3.511

Net charge ... -1
Highest occupied orbital energy ... -6.241 eV
Orbital gap ... 7.1 eV

Entry 2:
Molecular formula: C28H19Br2N4OSr
Method: DFT, the ωB97M-V functional and the def2-TZVPD basis

Element x y z (Å)
Sr1 -0.386 -0.268 -0.430
Br1 -6.682 3.200 2.283
C1 -5.255 2.106 1.647
C2 -5.442 0.717 1.583
C3 -4.419 -0.073 1.142
C4 -3.161 0.453 0.744
O1 -2.234 -0.338 0.360
C5 -2.990 1.882 0.794
C6 -1.817 2.579 0.404
N1 -0.704 2.077 -0.051
C7 0.375 2.886 -0.399
C8 0.439 4.270 -0.292
C9 1.578 4.994 -0.664
C10 2.691 4.368 -1.154
C11 2.689 2.966 -1.289
C12 3.803 2.262 -1.790
C13 3.749 0.898 -1.904
C14 2.575 0.248 -1.510
N2 1.520 0.871 -1.037
C15 1.536 2.216 -0.913
C16 -4.071 2.670 1.261
H1 -6.387 0.291 1.882
H2 -4.536 -1.146 1.086
H3 -1.913 3.662 0.514
H4 -0.398 4.836 0.088
H5 1.567 6.068 -0.556
H6 3.570 4.927 -1.439
H7 4.689 2.807 -2.080
H8 4.579 0.325 -2.284
H9 2.500 -0.828 -1.586
H10 -3.952 3.743 1.312
Br2 2.606 -2.044 6.207
C17 2.002 -2.142 4.419
C18 2.118 -3.338 3.715
C19 1.689 -3.408 2.407
C20 1.130 -2.285 1.776
C21 1.022 -1.094 2.509
C22 1.451 -1.017 3.817
N3 0.675 -2.239 0.471
C23 0.649 -3.238 -0.323
C24 0.154 -3.124 -1.684
C25 0.164 -4.233 -2.533
C26 -0.337 -4.103 -3.819
C27 -0.827 -2.870 -4.225
C28 -0.786 -1.817 -3.320
N4 -0.312 -1.938 -2.093
H11 2.542 -4.204 4.199
H12 1.794 -4.343 1.879
H13 0.580 -0.218 2.035
H14 1.361 -0.092 4.370
H15 0.987 -4.240 -0.043
H16 0.554 -5.177 -2.187
H17 -0.347 -4.947 -4.489
H18 -1.234 -2.724 -5.215
H19 -1.149 -0.833 -3.594

Net charge ... +1
Highest occupied orbital energy ... -9.948 eV
Orbital gap ... 5.9 eV

Entry 3:
Molecular formula: C28H19Cl3FeO3P
Method: DFT, the ωB97M-V functional and the def2-TZVPD basis

Element x y z (Å)
Cl1 -4.190 -3.779 2.878
C1 -2.885 -2.951 2.140
C2 -3.129 -2.002 1.151
C3 -2.067 -1.299 0.596
C4 -0.737 -1.593 0.905
P1 0.622 -0.693 0.049
C5 0.616 0.941 0.854
C6 1.602 1.865 0.466
C7 1.661 3.122 1.053
C8 0.828 3.430 2.121
Cl2 0.888 4.987 2.826
C9 -0.126 2.506 2.557
C10 -0.241 1.270 1.915
C11 2.143 -1.498 0.727
C12 2.567 -2.720 0.182
C13 3.575 -3.492 0.777
C14 4.173 -3.045 1.957
Cl3 5.376 -3.988 2.735
C15 3.826 -1.792 2.505
C16 2.819 -1.036 1.891
C17 -0.501 -2.569 1.913
C18 -1.567 -3.232 2.539
H1 -4.131 -1.812 0.802
H2 -2.268 -0.526 -0.133
H3 2.328 1.599 -0.307
H4 2.361 3.862 0.683
H5 -0.782 2.765 3.381
H6 -0.974 0.546 2.273
H7 2.099 -3.095 -0.720
H8 3.895 -4.435 0.328
H9 4.331 -1.428 3.401
H10 2.545 -0.079 2.351
H11 0.518 -2.810 2.245
H12 -1.395 -3.978 3.323
O1 -3.660 4.016 -2.911
C19 -2.788 3.270 -2.694
Fe1 -1.449 2.250 -2.283
C20 -0.434 3.604 -1.718
O2 -0.067 4.442 -1.001
C21 -2.221 2.043 -0.674
O3 -2.637 2.320 0.377
C22 0.392 -0.446 -1.880
C23 -0.849 -1.138 -2.277
C24 -2.009 -0.481 -2.575
C25 -2.196 0.666 -3.419
C26 -1.171 1.341 -4.161
C27 0.063 1.595 -3.560
C28 0.382 1.038 -2.306
H13 1.356 -0.970 -2.170
H14 -0.809 -2.235 -2.285
H15 -2.928 -0.959 -2.230
H16 -3.233 0.867 -3.750
H17 -1.411 1.845 -5.098
H18 0.703 2.373 -4.007
H19 1.187 1.518 -1.741

Spin multiplicity ... 5
Net charge ... +1
Highest occupied orbital energy (alpha / beta) ... -9.071 / -11.524 eV
Orbital gap (alpha / beta) ... 6.1 / 6.6 eV

Entry 4:
Molecular formula: C28H19GeMnN3O6S2
Method: DFT, the ωB97M-V functional and the def2-TZVPD basis

Element x y z (Å)
Mn1 -0.519 -1.348 1.511
O1 1.338 -1.347 -0.015
S1 1.493 -2.810 0.184
O2 2.835 -3.282 0.221
O3 0.662 -3.125 1.373
C1 0.696 -3.488 -1.250
C2 1.371 -4.515 -1.885
C3 0.866 -5.070 -3.056
C4 -0.303 -4.587 -3.601
C5 -0.994 -3.556 -2.975
C6 -0.510 -2.999 -1.801
S2 -1.638 -1.829 -1.056
O4 -2.742 -1.677 -1.934
O5 -1.913 -2.364 0.294
O6 -0.962 -0.487 -0.833
H1 2.304 -4.859 -1.462
H2 1.401 -5.876 -3.540
H3 -0.696 -5.010 -4.516
H4 -1.918 -3.184 -3.388
N1 -1.195 -0.919 3.341
C7 -1.926 -1.031 4.244
C8 -2.785 -1.117 5.308
C9 -3.009 0.049 6.096
N2 -3.166 0.997 6.731
C10 -3.438 -2.354 5.579
N3 -3.955 -3.362 5.786
C11 -3.187 4.051 -0.296
C12 -2.146 4.223 -1.193
C13 -1.120 3.285 -1.256
C14 -1.130 2.168 -0.424
C15 -2.183 2.011 0.480
C16 -3.208 2.941 0.543
Ge1 0.366 0.956 -0.396
C17 1.427 1.023 -1.950
C18 0.817 1.243 -3.185
C19 1.592 1.325 -4.333
C20 2.971 1.189 -4.246
C21 3.582 0.964 -3.019
C22 2.811 0.876 -1.868
C23 1.127 1.245 1.375
C24 1.811 0.412 2.268
C25 2.250 0.894 3.495
C26 2.051 2.219 3.839
C27 1.403 3.068 2.955
C28 0.924 2.584 1.749
H5 -3.984 4.781 -0.245
H6 -2.128 5.087 -1.845
H7 -0.310 3.437 -1.959
H8 -2.227 1.165 1.163
H9 -4.018 2.804 1.247
H10 -0.261 1.337 -3.256
H11 1.122 1.491 -5.293
H12 3.575 1.254 -5.142
H13 4.657 0.851 -2.960
H14 3.286 0.682 -0.914
H15 2.057 -0.605 2.023
H16 2.756 0.223 4.177
H17 2.397 2.592 4.795
H18 1.246 4.107 3.213
H19 0.377 3.260 1.105

Spin multiplicity ... 6
Highest occupied orbital energy (alpha / beta) ... -8.170 / -8.246 eV
Orbital gap (alpha / beta) ... 7.6 / 7.3 eV

Entry 5:
Molecular formula: C28H19I2N4O2PS3V
Method: DFT, the ωB97M-V functional and the def2-TZVPD basis

Element x y z (Å)
V1 -0.966 0.209 1.499
O1 1.703 0.290 3.955
C1 1.739 0.457 2.742
O2 0.888 1.082 2.026
C2 2.888 -0.067 1.911
C3 4.193 -0.101 2.377
C4 5.216 -0.461 1.520
C5 4.933 -0.774 0.195
C6 3.630 -0.765 -0.266
C7 2.589 -0.431 0.598
P1 0.834 -0.468 0.070
C8 0.788 -2.040 -0.874
C9 -0.335 -2.321 -1.653
C10 -0.483 -3.557 -2.253
C11 0.458 -4.552 -2.051
C12 1.535 -4.308 -1.220
C13 1.696 -3.069 -0.631
C14 0.963 0.845 -1.193
C15 0.443 0.765 -2.482
C16 0.466 1.876 -3.307
C17 0.997 3.077 -2.865
C18 1.527 3.163 -1.587
C19 1.510 2.057 -0.762
H1 4.380 0.182 3.404
H2 6.239 -0.488 1.872
H3 5.739 -1.030 -0.482
H4 3.421 -1.021 -1.297
H5 -1.128 -1.590 -1.749
H6 -1.362 -3.770 -2.843
H7 0.309 -5.529 -2.479
H8 2.242 -5.094 -0.998
H9 2.525 -2.914 0.046
H10 0.019 -0.161 -2.846
H11 0.056 1.807 -4.306
H12 0.993 3.946 -3.511
H13 1.931 4.101 -1.225
H14 1.899 2.132 0.245
S1 -2.476 1.360 2.901
C20 -3.063 0.046 3.851
C21 -4.257 0.313 4.532
N1 -5.256 0.607 5.026
C22 -2.430 -1.178 3.918
S2 -0.887 -1.416 3.079
C23 -2.892 -2.185 4.760
N2 -3.236 -3.026 5.472
C24 -4.165 3.277 -2.552
C25 -3.198 2.685 -1.575
C26 -2.196 3.439 -0.969
C27 -1.367 2.792 -0.068
N3 -1.520 1.506 0.200
C28 -2.565 0.873 -0.380
S3 -2.740 -0.699 0.202
N4 -3.388 1.406 -1.267
H15 -3.704 4.085 -3.116
H16 -5.022 3.671 -2.004
H17 -4.521 2.500 -3.222
H18 -2.060 4.487 -1.186
H19 -0.573 3.312 0.453
I1 -1.311 -3.340 1.841
I2 -1.650 -5.992 0.521

Spin multiplicity ... 2
Net charge ... -2
Highest occupied orbital energy (alpha / beta) ... -1.770 / -1.008 eV
Orbital gap (alpha / beta) ... 5.9 / 5.1 eV

Entry 6:
Molecular formula: C28H19MnN3O2P
Method: DFT, the ωB97M-V functional and the def2-TZVPD basis

Element x y z (Å)
Mn1 -0.144 0.183 -0.266
C1 -1.104 0.971 1.983
C2 -1.579 1.915 1.051
C3 -0.462 2.566 0.480
C4 0.704 2.071 1.112
C5 0.310 1.080 2.033
H1 -1.710 0.366 2.639
H2 -2.615 2.132 0.842
H3 -0.508 3.423 -0.176
H4 1.705 2.452 0.987
H5 0.955 0.578 2.740
O1 3.800 0.551 -1.064
C6 2.906 -0.270 -0.903
O2 1.670 -0.093 -1.164
C7 3.262 -1.651 -0.376
C8 4.600 -2.033 -0.425
C9 5.001 -3.275 0.025
C10 4.051 -4.168 0.500
C11 2.720 -3.808 0.538
C12 2.309 -2.537 0.135
P1 0.532 -2.124 0.217
C13 -0.054 -3.154 1.612
C14 -1.362 -3.638 1.598
C15 -1.871 -4.329 2.681
C16 -1.085 -4.538 3.804
C17 0.192 -4.002 3.855
C18 0.699 -3.299 2.779
C19 0.032 -3.082 -1.273
C20 -0.020 -2.413 -2.494
C21 -0.327 -3.095 -3.656
C22 -0.583 -4.454 -3.618
C23 -0.523 -5.128 -2.411
C24 -0.212 -4.452 -1.245
H6 5.307 -1.322 -0.830
H7 6.044 -3.557 0.002
H8 4.347 -5.155 0.830
H9 1.988 -4.523 0.884
H10 -1.975 -3.479 0.721
H11 -2.881 -4.712 2.652
H12 -1.470 -5.100 4.644
H13 0.793 -4.135 4.744
H14 1.690 -2.869 2.836
H15 0.187 -1.347 -2.532
H16 -0.369 -2.562 -4.596
H17 -0.827 -4.984 -4.528
H18 -0.723 -6.188 -2.379
H19 -0.174 -4.991 -0.310
N1 -1.912 -0.227 -1.155
C25 -2.826 -0.960 -1.160
C26 -3.886 -1.819 -1.150
C27 -5.155 -1.387 -0.766
N2 -6.211 -1.046 -0.454
C28 -3.697 -3.165 -1.458
N3 -3.550 -4.286 -1.693

Spin multiplicity ... 2
Net charge ... -1
Highest occupied orbital energy (alpha / beta) ... -5.170 / -5.293 eV
Orbital gap (alpha / beta) ... 7.8 / 7.9 eV

Entry 7:
Molecular formula: C28H19N6Na
Method: DFT, the ωB97M-V functional and the def2-TZVPD basis

Element x y z (Å)
Na1 -1.599 1.554 0.616
C1 -6.217 0.789 0.911
C2 -5.012 1.495 1.092
N1 -3.850 0.916 1.263
C3 -3.789 -0.453 1.279
C4 -4.936 -1.247 1.056
C5 -6.167 -0.572 0.882
C6 -4.853 -2.659 1.022
C7 -3.635 -3.245 1.211
C8 -2.480 -2.484 1.461
C9 -2.498 -1.093 1.520
N2 -1.418 -0.282 1.682
C10 -0.271 -0.648 2.302
C11 -0.113 -1.637 3.271
C12 1.125 -1.905 3.880
C13 2.257 -1.211 3.560
C14 2.158 -0.161 2.617
C15 3.276 0.622 2.249
C16 3.138 1.650 1.365
C17 1.854 1.913 0.849
N3 0.793 1.204 1.150
C18 0.918 0.148 2.012
H1 -7.147 1.327 0.785
H2 -5.021 2.581 1.088
H3 -7.066 -1.157 0.725
H4 -5.747 -3.243 0.848
H5 -3.552 -4.325 1.172
H6 -1.537 -2.995 1.597
H7 -0.977 -2.215 3.566
H8 1.177 -2.691 4.623
H9 3.211 -1.434 4.019
H10 4.240 0.394 2.690
H11 3.979 2.264 1.071
H12 1.705 2.745 0.165
N4 6.663 -1.855 -4.487
C19 5.720 -1.284 -4.163
C20 4.538 -0.564 -3.749
C21 3.842 -0.964 -2.612
C22 2.717 -0.269 -2.209
C23 2.277 0.816 -2.958
C24 2.966 1.222 -4.090
C25 4.100 0.533 -4.483
N5 1.122 1.525 -2.538
C26 0.874 2.880 -2.657
C27 -0.325 3.086 -2.054
N6 -0.844 1.889 -1.598
C28 0.044 0.985 -1.913
H13 4.194 -1.806 -2.032
H14 2.208 -0.547 -1.296
H15 2.609 2.057 -4.679
H16 4.642 0.839 -5.367
H17 1.586 3.559 -3.091
H18 -0.847 4.020 -1.924
H19 -0.035 -0.069 -1.699

Highest occupied orbital energy ... -6.123 eV
Orbital gap ... 5.9 eV

Entry 8:
Molecular formula: C28H20AsAuCl3INOS
Method: DFT, the ωB97M-V functional and the def2-TZVPD basis

Element x y z (Å)
Au1 -0.465 -0.076 1.120
S1 0.690 -2.110 1.597
C1 0.242 -3.120 0.216
C2 0.165 -4.499 0.373
C3 -0.297 -5.288 -0.674
C4 -0.688 -4.711 -1.873
C5 -0.564 -3.340 -2.043
C6 -0.070 -2.556 -1.011
As1 0.103 -0.651 -1.127
C7 1.863 -0.225 -1.719
C8 2.852 -1.189 -1.830
C9 4.107 -0.819 -2.290
C10 4.368 0.505 -2.617
C11 3.378 1.472 -2.479
C12 2.121 1.110 -2.027
C13 -1.048 -0.180 -2.579
C14 -2.407 0.010 -2.342
C15 -3.260 0.221 -3.412
C16 -2.755 0.239 -4.706
C17 -1.398 0.050 -4.934
C18 -0.534 -0.155 -3.870
H1 0.439 -4.939 1.324
H2 -0.380 -6.359 -0.535
H3 -1.090 -5.322 -2.669
H4 -0.862 -2.880 -2.977
H5 2.647 -2.219 -1.565
H6 4.882 -1.568 -2.390
H7 5.352 0.788 -2.968
H8 3.586 2.507 -2.718
H9 1.346 1.859 -1.905
H10 -2.789 -0.003 -1.329
H11 -4.318 0.369 -3.239
H12 -3.424 0.407 -5.540
H13 -1.013 0.059 -5.946
H14 0.524 -0.303 -4.041
Cl1 -2.911 4.456 5.764
C19 -2.262 3.719 4.340
C20 -2.045 4.466 3.218
C21 -1.567 3.870 2.038
I1 -1.129 5.010 0.352
C22 -1.354 2.511 1.936
O1 -0.985 1.919 0.805
C23 -1.536 1.764 3.119
N1 -1.244 0.435 3.034
C24 -1.366 -0.349 4.086
C25 -1.780 0.150 5.325
C26 -2.069 1.485 5.449
C27 -1.969 2.340 4.329
H15 -2.249 5.528 3.232
H16 -1.111 -1.393 3.950
H17 -1.860 -0.520 6.168
H18 -2.363 1.903 6.401
Cl2 2.165 1.334 1.546
C28 3.726 1.134 2.388
Cl3 5.041 0.783 1.276
H19 3.627 0.305 3.076
H20 3.938 2.065 2.895

Net charge ... +1
Highest occupied orbital energy ... -10.585 eV
Orbital gap ... 5.9 eV

One value per record, in order, for total energy: -55860.314; -178269.480; -116717.826; -155606.016; -123088.139; -78519.378; -42703.232; -153926.901 eV.